Computed, not measured: C27H37FO6 in the gas phase, with wB97M-V/def2-TZVPD.

```
71
Properties=species:S:1:pos:R:3:forces:R:3
C 0.276599 3.370658 -1.955949 -0.0388 -0.1814 -0.1877
C 0.553679 2.566244 -3.220990 0.0935 0.1787 -0.0165
C 2.030564 2.544799 -3.616844 -0.1529 -0.1491 0.0735
H 2.376421 3.572667 -3.744545 0.0298 -0.0041 -0.0603
C 2.953247 1.864430 -2.592946 0.0221 -0.0231 -0.1461
C 2.680062 0.385719 -2.508402 0.3888 0.4615 -0.2354
O 3.278880 -0.457942 -3.138126 0.0073 0.1060 -0.2528
O 1.698838 0.114683 -1.671959 -0.2882 0.0622 0.3405
C 1.285330 -1.263819 -1.472872 -0.0880 -0.1094 0.1833
C 2.578956 -2.106233 -1.511604 0.1651 -0.3030 0.0490
O 3.402488 -1.884511 -0.652797 -0.0905 -0.0717 -0.0318
C 2.832934 -3.256221 -2.479354 0.3443 -0.2463 0.1651
O 2.638344 -2.990404 -3.837521 0.0949 0.2600 -0.3664
H 3.066874 -2.140284 -4.023081 -0.1016 -0.1526 0.0650
H 2.166926 -4.083941 -2.212111 0.0317 0.0247 0.0359
H 3.870031 -3.572162 -2.289893 -0.2512 0.0352 0.1164
C 0.063049 -1.495465 -2.416564 -0.0005 -0.0722 -0.1731
C -0.176601 -2.875673 -3.022752 0.1356 0.0748 -0.1451
H 0.584842 -3.130339 -3.750750 -0.0550 -0.0636 0.0036
H -1.135003 -2.849225 -3.538620 -0.1270 -0.0384 0.0228
H -0.222507 -3.655111 -2.267899 -0.0793 -0.1185 0.0812
H 0.192656 -0.804097 -3.255723 0.0169 -0.0424 0.0887
C -1.172700 -1.072021 -1.581207 0.1386 0.2750 0.1098
C -0.609681 -0.458769 -0.304637 -0.1396 -0.2908 0.1238
C -1.518715 -0.375919 0.918170 0.2209 0.4241 -0.2805
H -1.798643 -1.378314 1.245133 -0.0163 -0.0759 0.0197
C -2.772905 0.435805 0.584565 -0.0483 -0.2043 0.1926
H -3.352410 -0.088487 -0.176088 0.0071 0.0208 -0.0658
C -3.645658 0.682617 1.816773 0.0044 0.1336 -0.1701
C -2.815673 1.297419 2.899088 -0.1205 0.2014 0.1311
C -3.085163 2.506716 3.397313 -0.2815 -0.1054 -0.2431
C -2.267847 3.169826 4.413445 0.0189 -0.0157 -0.0243
O -2.527784 4.279230 4.845431 0.0465 -0.1215 -0.0400
C -1.117552 2.387486 4.884318 0.3311 -0.0610 0.2320
C -0.826998 1.184974 4.398400 -0.0798 0.1589 -0.0608
C -1.619091 0.489919 3.332849 0.1512 0.1208 0.0178
C -2.095179 -0.841085 3.944013 0.0306 -0.0267 0.0301
H -2.761069 -0.617303 4.775248 -0.0986 0.0080 0.0297
H -2.631258 -1.451224 3.225371 -0.0729 -0.1098 -0.0434
H -1.248451 -1.409604 4.312090 -0.0624 -0.0282 0.0350
C -0.734849 0.311313 2.052179 -0.0742 -0.5668 0.3807
F -0.450792 1.610957 1.615735 0.1150 0.2025 -0.1323
C 0.670276 -0.286899 2.316729 0.3337 0.7301 -0.3434
O 0.571776 -1.453211 3.102320 -0.0236 -0.3225 0.3048
H 1.449477 -1.849504 3.153585 -0.0621 0.0296 -0.0235
C 1.469735 -0.513991 1.021150 -0.1920 -0.0741 0.1658
H 1.751452 0.462624 0.627578 0.0657 -0.0202 0.0441
C 0.665015 -1.268459 -0.036981 0.3211 0.4002 -0.1070
C 0.414162 -2.709055 0.411499 -0.1532 0.1104 -0.1703
H -0.259504 -3.228508 -0.259932 -0.0954 -0.1456 -0.0948
H -0.016571 -2.725539 1.407437 -0.0048 -0.0865 -0.0411
H 1.356857 -3.252526 0.441922 0.0658 -0.0968 0.0756
H 2.387718 -1.052261 1.265918 0.0178 0.0968 0.0523
H 1.214129 0.485311 2.887528 -0.1786 -0.0979 -0.1243
H 0.004123 0.619062 4.795849 0.1337 -0.0167 0.0784
H -0.521808 2.840265 5.664021 0.0508 0.0238 0.0877
H -3.945075 3.065016 3.052833 -0.1048 0.0395 -0.0393
H -4.469704 1.347677 1.555512 -0.0337 -0.0342 0.0726
H -4.073335 -0.262256 2.159222 -0.0460 -0.0164 0.0067
H -2.464611 1.400014 0.175706 0.0017 -0.0010 -0.0867
H -0.293901 0.563138 -0.535900 -0.0060 -0.0267 0.0452
H -1.794738 -0.368008 -2.131568 -0.1086 -0.0274 -0.0355
H -1.782254 -1.945640 -1.347593 -0.0775 -0.0846 -0.0263
H 3.989798 1.992550 -2.905992 -0.0407 -0.0635 0.0922
H 2.810098 2.310838 -1.610236 0.0683 -0.0007 0.0440
H 2.138964 2.035594 -4.577540 0.0714 0.0683 -0.0340
H 0.190886 1.546774 -3.084474 -0.0883 -0.0419 -0.0865
H -0.006376 3.005660 -4.050085 -0.0304 -0.0796 -0.0115
H -0.795365 3.468861 -1.802296 -0.0908 0.0459 0.0948
H 0.693407 2.886296 -1.076922 0.0412 -0.0198 0.1661
H 0.701176 4.368870 -2.036175 0.0381 0.1452 0.0421
```
Positions in Å, forces in eV/Å.

Results
- gap between HOMO and LUMO (eV) = 9.81
- structure (SMILES) = CCCCC(=O)O[C@]1(C(=O)CO)[C@@H](C)C[C@H]2[C@@H]3CCC4=CC(=O)C=C[C@]4(C)[C@@]3(F)[C@@H](O)C[C@@]21C
- total charge = 0
- strongest force on any atom (eV Å⁻¹) = 0.873
- energy above the lowest of the compared OMol25 structures with the same formula, charge and spin (kcal per mole) = 0.0

Just the natural (NBO) charges please, in e? Sure, here they are: number 1, C, carries -0.613; number 2, C, carries -0.400; number 3, C, carries -0.378; number 4, H, carries 0.209; number 5, C, carries -0.500; number 6, C, carries 0.844; number 7, O, carries -0.639; number 8, O, carries -0.524; number 9, C, carries 0.189; number 10, C, carries 0.593; number 11, O, carries -0.561; number 12, C, carries -0.167; number 13, O, carries -0.722; number 14, H, carries 0.502; number 15, H, carries 0.199; number 16, H, carries 0.194; number 17, C, carries -0.234; number 18, C, carries -0.626; number 19, H, carries 0.254; number 20, H, carries 0.213; number 21, H, carries 0.195; number 22, H, carries 0.219; number 23, C, carries -0.401; number 24, C, carries -0.234; number 25, C, carries -0.262; number 26, H, carries 0.221; number 27, C, carries -0.392; number 28, H, carries 0.215; number 29, C, carries -0.436; number 30, C, carries 0.139; number 31, C, carries -0.301; number 32, C, carries 0.494; number 33, O, carries -0.543; number 34, C, carries -0.286; number 35, C, carries -0.094; number 36, C, carries -0.188; number 37, C, carries -0.604; number 38, H, carries 0.222; number 39, H, carries 0.206; number 40, H, carries 0.247; number 41, C, carries 0.433; number 42, F, carries -0.390; number 43, C, carries 0.069; number 44, O, carries -0.736; number 45, H, carries 0.481; number 46, C, carries -0.440; number 47, H, carries 0.237; number 48, C, carries 0.012; number 49, C, carries -0.660; number 50, H, carries 0.209; number 51, H, carries 0.244; number 52, H, carries 0.219; number 53, H, carries 0.232; number 54, H, carries 0.182; number 55, H, carries 0.212; number 56, H, carries 0.225; number 57, H, carries 0.219; number 58, H, carries 0.221; number 59, H, carries 0.211; number 60, H, carries 0.214; number 61, H, carries 0.231; number 62, H, carries 0.220; number 63, H, carries 0.201; number 64, H, carries 0.238; number 65, H, carries 0.229; number 66, H, carries 0.210; number 67, H, carries 0.197; number 68, H, carries 0.206; number 69, H, carries 0.215; number 70, H, carries 0.206; number 71, H, carries 0.204